The following is a DFT calculation (ωB97M-V with the def2-TZVPD basis set) of a gas-phase ion, C4H12NSi (charge +1).

Calculated values
- Kohn-Sham gap (alpha / beta): 8.06 / 9.50 eV
- Electronic energy: -13699.1122 eV
- Highest occupied orbital energy (alpha / beta): -12.678 / -13.359 eV
- Lowest unoccupied orbital energy (alpha / beta): -4.6221 / -3.8633 eV
- Max |F|: 0.0592 Eh/bohr
- Relative energy (zero: lowest compared OMol25 entry of this formula, charge and spin): 89.8 kcal/mol

Geometry as ORCA input:
```
! wB97M-V def2-TZVPD RIJCOSX def2/J DEFGRID3
* xyz 1 1
Si 2.397 0.498 0.354
N -0.017 -1.196 -0.532
C -1.023 1.515 -0.041
C -1.803 0.270 0.229
C -0.956 -0.925 0.594
C 0.972 -0.087 -0.862
H -1.647 -1.830 0.676
H -2.260 0.085 -0.702
H 0.521 -2.085 -0.391
H -0.605 -1.277 -1.305
H 0.808 0.055 -1.985
H 1.884 -0.293 1.484
H -0.135 1.758 0.618
H -2.621 0.352 0.970
H 2.547 1.944 0.624
H -0.337 -0.842 1.497
H 3.469 -0.037 -0.293
H -1.195 2.098 -0.933
*
```

***

The following is a DFT calculation (ωB97M-V with the def2-TZVPD basis set) of 2 unconnected molecules or ions with the total composition C14H16.

Calculated values
- Kohn-Sham gap: 9.79 eV
- Electronic energy: -14775.2302 eV
- Highest occupied orbital energy: -8.894 eV
- Lowest unoccupied orbital energy: 0.8994 eV
- Max |F|: 0.0933 Eh/bohr
- Structure (SMILES): Cc1ccccc1.Cc1ccccc1
- Relative energy (zero: lowest compared OMol25 entry of this formula, charge and spin): 58.5 kcal/mol

Geometry as ORCA input:
```
! wB97M-V def2-TZVPD RIJCOSX def2/J DEFGRID3
* xyz 0 1
C -0.208 1.959 -3.747
C 1.834 -2.235 3.669
C 0.551 1.622 -1.528
C -0.603 -2.776 2.752
C -0.713 -0.029 1.925
C 0.434 -1.913 3.187
C 0.625 1.242 -2.818
C -1.627 2.677 -1.915
C -1.469 2.397 -3.302
C -0.593 2.330 -1.049
C -1.664 -0.945 1.477
C -1.542 -2.261 1.853
C 0.236 -0.559 2.884
C 1.669 0.329 -3.349
H 2.241 -2.951 2.901
H 2.843 0.361 -3.032
H -2.268 -2.951 1.528
H -0.529 -3.700 3.130
H 1.580 0.122 -4.391
H -2.571 -0.528 1.056
H -2.214 2.638 -4.044
H -0.566 2.674 -0.046
H 0.015 1.807 -4.847
H 1.967 -2.638 4.641
H 1.072 0.113 3.241
H 1.362 -0.651 -2.988
H -0.959 0.998 1.642
H 1.247 1.255 -0.742
H -2.607 2.989 -1.673
H 2.459 -1.376 3.585
*
```

***

The following is a DFT calculation (ωB97M-V with the def2-TZVPD basis set) of 2 unconnected molecules or ions with the total composition C2BrFNO4.

Calculated values
- Kohn-Sham gap (alpha / beta): 6.29 / 8.40 eV
- Electronic energy: -84510.7399 eV
- Highest occupied orbital energy (alpha / beta): -4.192 / -5.417 eV
- Lowest unoccupied orbital energy (alpha / beta): 2.1032 / 2.9874 eV
- Max |F|: 0.0475 Eh/bohr
- Relative energy (zero: lowest compared OMol25 entry of this formula, charge and spin): 40.9 kcal/mol

Geometry as ORCA input:
```
! wB97M-V def2-TZVPD RIJCOSX def2/J DEFGRID3
* xyz -1 1
Br 2.012 -1.156 0.045
F 0.152 -0.195 -1.697
O -1.830 -1.682 -0.760
O -0.168 2.309 0.257
O 1.983 1.630 0.625
O -1.954 -1.459 1.376
N -1.603 -1.103 0.274
C 0.605 0.034 -0.421
C 0.802 1.622 0.300
*
```

***

The following is a DFT calculation (ωB97M-V with the def2-TZVPD basis set) of a single C19H16ClFN2O molecule.

Calculated values
- Kohn-Sham gap: 8.27 eV
- Electronic energy: -40230.6082 eV
- Highest occupied orbital energy: -8.134 eV
- Lowest unoccupied orbital energy: 0.1382 eV
- Max |F|: 0.0147 Eh/bohr
- Structure (SMILES): FCCCOc1ccc(-c2nccc(-c3ccc(Cl)cc3)n2)cc1

Geometry as ORCA input:
```
! wB97M-V def2-TZVPD RIJCOSX def2/J DEFGRID3
* xyz 0 1
Cl -0.788 6.061 -5.297
F 1.004 -4.310 -0.104
O -1.776 -3.993 1.072
N 0.125 1.891 -0.201
N 1.210 1.575 1.869
C 0.634 3.114 -0.304
C -0.265 -5.923 1.122
C -1.048 -0.633 -0.004
C -1.176 -2.772 1.100
C -0.010 5.934 -2.719
C 1.724 2.785 1.768
C -0.279 -2.318 2.063
C 0.229 -1.037 1.986
C 0.322 5.258 -1.561
C -0.437 3.831 -3.819
C -0.109 3.165 -2.656
C 0.282 3.866 -1.516
C -1.560 -1.906 0.071
C 1.476 3.620 0.691
C -0.382 5.217 -3.846
C 1.079 -5.240 0.902
C -1.307 -5.067 1.855
C 0.425 1.163 0.870
C -0.138 -0.180 0.953
H 1.428 -4.712 1.795
H -2.263 -2.271 -0.661
H 0.032 -2.946 2.884
H 1.833 -5.970 0.585
H 0.927 -0.683 2.730
H 0.018 7.012 -2.752
H -0.097 -6.829 1.705
H -0.915 -4.732 2.821
H 1.929 4.594 0.621
H -0.733 3.286 -4.701
H 0.593 5.825 -0.683
H -0.671 -6.204 0.148
H 2.363 3.095 2.587
H -2.192 -5.684 2.042
H -0.145 2.088 -2.610
H -1.340 0.032 -0.801
*
```

***

The following is a DFT calculation (ωB97M-V with the def2-TZVPD basis set) of a molecular structure, C10H14BClHfN6.

Calculated values
- Kohn-Sham gap: 8.30 eV
- Electronic energy: -34028.7772 eV
- Highest occupied orbital energy: -16.531 eV
- Lowest unoccupied orbital energy: -8.2267 eV
- Max |F|: 0.0911 Eh/bohr

Geometry as ORCA input:
```
! wB97M-V def2-TZVPD RIJCOSX def2/J DEFGRID3
* xyz 2 1
Hf -0.797 -0.676 -0.210
Cl -0.344 -0.089 2.040
N 1.029 -0.906 -1.197
N -1.623 -0.321 -2.008
N 0.474 1.930 -2.133
N -0.008 1.789 -0.856
N -0.903 0.109 -3.158
N 1.451 -0.421 -2.430
C 0.156 2.952 -0.167
C 0.687 3.860 -1.052
C -0.683 -2.758 0.063
C 2.621 -0.990 -2.734
C 1.954 -1.789 -0.782
C -2.837 -0.785 -2.475
C -2.881 -0.649 -3.851
C 0.954 3.173 -2.224
C -1.661 -0.085 -4.236
C 2.965 -1.905 -1.727
B 0.566 0.671 -3.109
H -3.504 -1.235 -1.762
H -1.228 0.148 -5.202
H -0.154 3.022 0.858
H 1.761 -2.309 0.146
H 1.306 3.575 -3.171
H 0.951 0.923 -4.223
H 0.771 4.924 -0.876
H 3.783 -2.577 -1.679
H -1.118 -2.855 1.099
H -3.698 -0.951 -4.487
H 3.122 -0.700 -3.639
H 0.210 -3.357 0.039
H -1.399 -3.146 -0.669
H -0.988 1.445 -0.472
*
```

***

What is the electronic energy in the third record? -84510.7399 eV